(A)
DFT (ωB97M-V/def2-TZVPD) results for C5H7BrNS as an isolated structure.

XYZ file:
```
15
C5H7BrNS ωB97M-V/def2-TZVPD
C -0.61367 1.83470 -0.25840
C 1.99886 1.64923 0.25962
C -0.26998 0.50985 -0.28540
C 1.72359 0.38049 -0.06014
C -1.01347 -0.76626 -0.60241
N -0.94521 -1.77624 0.54702
S 0.75206 2.87276 0.14398
Br 2.47688 -1.35110 -0.07901
H -1.59425 2.25292 -0.32870
H 2.84336 2.24029 0.41901
H -2.14072 -0.50144 -0.88206
H -0.57751 -1.34050 -1.51215
H -1.71238 -1.56534 1.28219
H 0.03641 -1.70130 1.03887
H -0.96396 -2.73806 0.31757
```

Charge: +1
LUMO level: -3.7 eV
Frontier orbital gap: 8.592 eV
HOMO level: -0.4531 Eh



(B)
DFT (ωB97M-V/def2-TZVPD) results for an isolated ion of composition C5H7BrNS and charge +1.

XYZ file:
```
15
C5H7BrNS ωB97M-V/def2-TZVPD
C -1.05573 2.90042 0.28479
C 0.00086 1.70636 2.52305
C -0.68813 1.97014 -0.66873
C -0.12558 -1.41800 -0.52762
C 0.56202 -0.08418 -1.05165
N 0.07526 1.01609 -0.36018
S -0.90752 2.88054 2.11305
Br -1.36023 2.20541 -2.46816
H -1.87256 3.63522 -0.01674
H 0.40474 1.04630 3.30136
H 0.26577 -2.11769 -1.17970
H -1.17483 -1.12246 -0.58987
H 0.13855 -1.42064 0.57997
H 0.37164 -0.02021 -2.14360
H 1.55532 -0.44865 -0.69810
```

Charge: +1
LUMO level (alpha / beta): -6.9 / -7.2 eV
Frontier orbital gap (alpha / beta): 6.577 / 6.664 eV
HOMO level (alpha / beta): -0.4968 / -0.5085 Eh



Most stable to least stable, the ends of the list are (A) and (B).



(A)
DFT (ωB97M-V/def2-TZVPD) results for a 2-piece molecular cluster, C2H2FN3S overall.

XYZ file:
```
9
C2H2FN3S ωB97M-V/def2-TZVPD
C 0.77496 0.47778 0.19342
C -1.61824 0.22592 -0.88839
N 1.11559 -0.12954 1.16646
N -0.90933 -0.26271 -1.76519
N 1.23218 -1.00357 1.97559
F 0.62678 1.70792 -0.25216
S -2.46137 0.75585 0.25586
H -0.91092 -0.54532 -2.71701
H 2.15035 -1.22634 2.03143
```

LUMO level: 0.4 eV
Frontier orbital gap: 9.046 eV
HOMO level: -0.3184 Eh



(B)
DFT (ωB97M-V/def2-TZVPD) results for one molecule with the formula C2H2FN3S.

XYZ file:
```
9
C2H2FN3S ωB97M-V/def2-TZVPD
F 0.31550 2.03004 -0.16361
C -0.16672 0.77813 0.12133
S 1.13746 -0.38347 0.57282
C -0.95655 0.05663 -0.88280
N -2.00694 -0.45405 -0.38768
N -2.03340 -0.12107 0.95898
N -1.07224 0.57174 1.31264
H 1.27106 0.44003 1.54133
H -0.65431 0.07190 -1.99873
```

LUMO level: -1.0 eV
Frontier orbital gap: 9.518 eV
HOMO level: -0.3848 Eh
Structure (SMILES): F[C@]1(S)C=NN=N1



Most stable to least stable, the ends of the list are (B) and (A).



(A)
DFT (ωB97M-V/def2-TZVPD) results for a 2-piece molecular cluster, C2H7N4 overall.

XYZ file:
```
13
C2H7N4 ωB97M-V/def2-TZVPD
C -2.17196 -0.10313 -0.02549
C 2.36290 -0.78685 0.62608
N -1.00628 0.01163 -0.12250
N 1.44160 -0.01039 0.19396
N -3.46544 -0.10231 0.12345
N 1.53873 0.87634 -0.81739
H 2.12863 -1.32732 1.43480
H 3.29513 -0.76792 0.08486
H 0.43553 -0.18764 0.48573
H -4.04291 -0.04218 -0.71962
H -3.67129 0.17122 1.13971
H 2.54067 1.03777 -1.18260
H 0.61469 1.23078 -1.22099
```

Charge: +1
LUMO level: -3.6 eV
Frontier orbital gap: 10.507 eV
HOMO level: -0.5183 Eh



(B)
DFT (ωB97M-V/def2-TZVPD) results for a 2-piece molecular cluster, C2H7N4 overall.

XYZ file:
```
13
C2H7N4 ωB97M-V/def2-TZVPD
C -1.27202 0.40260 -0.76223
C -0.83481 -0.40634 0.17613
N 1.29429 1.64488 1.39827
N 1.75069 1.52885 0.05688
N 1.07616 0.52502 0.96788
N 0.14797 -1.45705 0.06136
H -2.23713 1.00182 -0.69935
H -1.01532 0.23310 -1.80614
H 1.07118 1.87243 -0.62556
H -1.40080 -0.31459 1.05646
H -0.27409 -2.42379 0.08575
H 0.90305 -1.26000 0.81316
H 0.79081 -1.34693 -0.72262
```

Charge: +1
LUMO level: -4.7 eV
Frontier orbital gap: 10.207 eV
HOMO level: -0.5491 Eh



Most stable to least stable, the ends of the list are (A) and (B).



(A)
DFT (ωB97M-V/def2-TZVPD) results for a 2-piece molecular cluster, C4H13N3O overall.

XYZ file:
```
21
C4H13N3O ωB97M-V/def2-TZVPD
C -1.29780 0.72670 1.60099
C -0.23421 0.77940 2.67871
N -0.20643 1.93061 3.40102
O 0.61305 -0.09483 2.82880
H -2.29085 0.65147 2.06058
H -1.09446 -0.08886 0.90324
H -1.28998 1.68263 1.04835
H 0.59288 2.07414 3.97783
H -0.64407 2.74228 2.99901
N 1.97499 -1.90986 -1.92310
C 0.78327 -1.34272 -1.23185
C 0.32990 -0.16524 -2.05069
N -1.03960 0.30997 -1.62170
H 1.77234 -2.32435 -2.82173
H 2.57586 -2.49774 -1.39988
H 1.15653 -1.12747 -0.22232
H -0.06225 -2.03562 -1.10724
H 1.12501 0.63750 -2.05503
H 0.29173 -0.57848 -3.09625
H -1.34211 1.10268 -2.20283
H -1.71381 -0.47221 -1.76592
```

LUMO level: 1.0 eV
Frontier orbital gap: 10.047 eV
HOMO level: -0.3342 Eh
Structure (SMILES): CC(N)=O.NCCN



(B)
DFT (ωB97M-V/def2-TZVPD) results for C4H13N3O as an isolated structure.

XYZ file:
```
21
C4H13N3O ωB97M-V/def2-TZVPD
C 1.03688 0.89689 0.23398
C 2.31608 0.14135 0.52488
N 1.34348 2.25666 -0.23908
H 1.84099 2.21597 -1.12446
H 0.49487 2.79044 -0.40360
H 0.43063 0.99674 1.13865
H 0.32747 0.69014 -0.93576
H 2.98667 0.70831 1.17763
H 2.10652 -0.80814 1.01970
H 2.85592 -0.06977 -0.40541
C -2.45476 -0.24948 -0.14142
N -1.28782 -1.11253 -0.20416
N -1.03436 -1.98273 0.87247
C -0.20812 -0.78115 -0.95649
O -0.31527 0.06002 -1.95069
H -1.03069 -1.46527 1.74931
H -1.76294 -2.68831 0.91006
H 0.60071 -1.50940 -0.86639
H -3.35884 -0.85723 -0.07876
H -2.40143 0.41789 0.72777
H -2.48598 0.34961 -1.04819
```

LUMO level: 0.7 eV
Frontier orbital gap: 7.783 eV
HOMO level: -0.2609 Eh



(C)
DFT (ωB97M-V/def2-TZVPD) results for a 2-piece molecular cluster, C4H13N3O overall.

XYZ file:
```
21
C4H13N3O ωB97M-V/def2-TZVPD
H -1.20723 2.99283 0.63750
N -1.52449 3.33572 -0.26024
C -1.85485 2.58422 -1.18732
N -1.63098 1.18796 -1.19889
C -1.34724 0.36482 -0.04045
C 0.17272 0.29546 0.21110
C 1.10259 0.88674 -0.88793
N 1.51660 -0.19071 -1.93665
H -2.39308 3.10625 -2.06463
H -2.04896 0.73922 -2.00491
H -1.85442 -0.59186 0.06922
H -1.79521 1.04544 0.81421
H 0.39631 0.80879 1.13968
H 0.57860 -0.74892 0.53125
H 0.64844 1.61062 -1.50736
H 2.10087 1.28971 -0.37968
H 2.06346 -0.94933 -1.42386
H 0.79673 -0.60208 -2.38655
O 2.33911 -5.84245 4.14204
H 1.81123 -5.10393 4.42156
H 2.12981 -6.21851 3.31192
```

LUMO level: 0.7 eV
Frontier orbital gap: 9.760 eV
HOMO level: -0.3346 Eh
Structure (SMILES): [H]/N=C\NCCCN.O



Most stable to least stable, the ends of the list are (A) and (B).